Below is a cluster of 6 separate species, C25H60IO7P2 in total in a non-equilibrium geometry, with properties calculated with ωB97M-V/def2-TZVPD.

Last column: Mulliken charge in e.
Geometry (Å):
C (-1.79621, 0.48709, 2.37885)  0.321
C (-0.52817, 0.30807, 2.72967)  -0.722
P (1.12968, -0.55443, 3.11070)  0.324
C (1.52098, -1.87817, 1.76996)  -0.554
C (1.00698, -3.36571, 2.23558)  -0.437
C (1.60587, -4.53864, 1.25675)  -0.998
I (-1.19746, -3.54281, 2.13168)  0.174
P (1.02475, -1.35850, 5.14853)  0.353
O (2.42008, -2.35711, 5.49883)  -0.453
O (-0.32652, -2.39346, 5.37776)  -0.386
H (-2.93594, 0.47830, 2.14641)  0.385
H (2.15432, 0.46808, 3.12572)  0.243
H (0.94518, -1.65079, 0.79060)  0.416
H (2.66114, -1.98762, 1.61240)  0.393
H (1.38773, -3.63846, 3.30552)  0.316
H (1.03394, -5.52356, 1.51558)  0.291
H (1.35081, -4.31830, 0.14163)  0.336
H (2.74714, -4.69888, 1.42338)  0.321
H (3.13260, -1.92850, 4.93850)  0.334
H (0.00290, -3.29916, 5.62284)  0.338
C (2.12966, -8.97349, 3.58208)  -1.056
C (2.97083, -8.84344, 2.32283)  -0.187
O (3.70550, -7.62626, 2.25350)  -0.403
C (4.64316, -7.39295, 3.29854)  -0.285
C (5.72408, -8.45580, 3.39121)  -1.099
H (1.42912, -8.13539, 3.66226)  0.229
H (1.56119, -9.90739, 3.56557)  0.395
H (2.74357, -8.97347, 4.48441)  0.333
H (2.30664, -8.85651, 1.45458)  0.162
H (3.64372, -9.69836, 2.20885)  0.323
H (4.12123, -7.27611, 4.25437)  0.321
H (5.11399, -6.42856, 3.08410)  0.310
H (5.31061, -9.44207, 3.61087)  0.271
H (6.43579, -8.20609, 4.18268)  0.389
H (6.26660, -8.53229, 2.44419)  0.304
C (-0.69435, -7.71795, -1.77922)  -0.952
C (-1.06498, -8.50811, -0.53479)  -0.315
O (-1.55334, -7.69764, 0.52812)  -0.375
C (-2.72869, -6.94184, 0.25806)  -0.181
C (-3.92659, -7.79732, -0.11622)  -1.152
H (0.05944, -6.96001, -1.54052)  0.179
H (-0.29302, -8.38412, -2.54789)  0.390
H (-1.55535, -7.19954, -2.20461)  0.280
H (-0.16964, -9.00979, -0.15817)  0.292
H (-1.78466, -9.29779, -0.76974)  0.324
H (-2.52450, -6.18943, -0.51134)  0.309
H (-2.96123, -6.39072, 1.17440)  0.221
H (-3.75271, -8.36748, -1.03094)  0.275
H (-4.80759, -7.16940, -0.27416)  0.390
H (-4.14669, -8.51522, 0.67954)  0.308
C (-5.91320, 2.68528, -0.87500)  -1.041
C (-4.79532, 3.46480, -0.20207)  -0.324
O (-3.60082, 2.70975, -0.02817)  -0.410
C (-2.98703, 2.21469, -1.21371)  -0.498
C (-2.57871, 3.30713, -2.18633)  -0.980
H (-6.14885, 1.78248, -0.30161)  0.272
H (-6.81430, 3.30002, -0.95022)  0.395
H (-5.64055, 2.36964, -1.88345)  0.264
H (-5.12583, 3.75988, 0.79725)  0.352
H (-4.58147, 4.39179, -0.74201)  0.290
H (-3.63894, 1.47933, -1.69690)  0.334
H (-2.09120, 1.67168, -0.89654)  0.298
H (-3.43727, 3.87995, -2.54234)  0.273
H (-2.07958, 2.87374, -3.05724)  0.485
H (-1.89327, 4.01103, -1.70452)  0.296
C (-1.02375, 6.62778, -3.73591)  -0.915
C (0.26459, 5.83262, -3.86859)  -0.386
O (0.34055, 5.06971, -5.06694)  -0.428
C (0.27999, 5.80110, -6.28637)  -0.323
C (1.39845, 6.81733, -6.43945)  -0.957
H (-1.89128, 5.96080, -3.78322)  0.265
H (-1.04357, 7.16499, -2.78341)  0.239
H (-1.13335, 7.36295, -4.53482)  0.360
H (0.32400, 5.12022, -3.04120)  0.323
H (1.13955, 6.48328, -3.77823)  0.306
H (-0.70142, 6.27492, -6.39350)  0.291
H (0.35749, 5.06654, -7.09336)  0.334
H (1.36628, 7.58207, -5.66067)  0.219
H (1.32499, 7.32035, -7.40738)  0.383
H (2.37343, 6.32495, -6.37408)  0.284
C (2.64618, 9.20856, 0.13825)  -1.031
C (1.89252, 9.85315, -1.01368)  -0.339
O (0.55171, 9.39513, -1.14198)  -0.371
C (-0.30252, 9.61909, -0.02609)  -0.328
C (-0.46063, 11.08695, 0.33089)  -1.065
H (2.65626, 8.11915, 0.02650)  0.269
H (3.67811, 9.56936, 0.16757)  0.396
H (2.18736, 9.43367, 1.10255)  0.262
H (2.39894, 9.60075, -1.94900)  0.332
H (1.91385, 10.94426, -0.93649)  0.307
H (0.04267, 9.03802, 0.83570)  0.321
H (-1.28200, 9.21465, -0.29849)  0.300
H (0.48888, 11.54302, 0.61832)  0.263
H (-1.15531, 11.20197, 1.16731)  0.382
H (-0.84725, 11.64856, -0.52481)  0.305

Net charge: +1
M in g mol⁻¹: 661.60
Lowest unoccupied orbital energy in eV: -4.39
E in eV: -67895.26084
Frontier orbital gap in eV: 6.5
Multiplicity: 1
HOMO level in eV: -10.9
Strongest force on any atom in eV/Å: 7.02